Here is a structure of composition C40H29Br2ClN4PSc from the Open Molecules 2025 dataset. Energies are from the ωB97M-V functional and the def2-TZVPD basis.

- Orbital gap: 0.2645 Ha
- HOMO energy: -13.629 eV
- Max |F|: 1.26 eV/A
- ΔE to the lowest compared entry with this formula, charge and spin: 3.1 kcal per mole
- E: -230496.61055 eV
- Total charge: +2
- 2S+1: 1
- E_LUMO: -6.43 eV

```
78
Properties=species:S:1:pos:R:3:mulliken_charge:R:1
Sc 0.410 -1.288 0.010 -0.7881
C 4.139 3.147 -1.265 -0.6346
C 3.347 2.897 -0.153 -0.5382
C 2.792 1.642 0.029 0.2455
C 3.037 0.625 -0.888 -0.2688
C 3.835 0.875 -2.005 -0.2490
C 4.376 2.135 -2.187 -0.7991
N 2.458 -0.652 -0.643 0.9197
N 3.097 -1.609 -1.155 -0.7519
C 2.667 -2.901 -0.941 0.3206
C 3.559 -3.895 -1.362 -0.5207
C 3.284 -5.218 -1.079 -0.6704
C 2.120 -5.535 -0.394 -0.9836
C 1.222 -4.538 -0.007 0.0925
C 1.451 -3.194 -0.266 0.7856
H 4.574 4.127 -1.406 0.4428
H 3.178 3.671 0.585 0.5085
H 2.221 1.429 0.920 0.3696
H 4.009 0.080 -2.717 0.5120
H 4.993 2.330 -3.054 0.4316
H 4.463 -3.599 -1.879 0.4957
H 3.974 -5.996 -1.373 0.4157
H 1.905 -6.569 -0.155 0.4612
H 0.329 -4.852 0.522 0.4304
Br -1.973 1.589 -5.814 -0.0659
C -1.285 0.831 -4.248 -0.4961
C -0.378 1.525 -3.460 -1.1063
C 0.069 0.923 -2.305 -0.1533
N -0.320 -0.296 -1.904 0.6524
C -1.174 -0.979 -2.689 0.8209
C -1.687 -0.439 -3.855 -0.8817
C -1.582 -2.320 -2.210 0.5755
C -2.097 -3.268 -3.077 -0.8394
C -2.538 -4.480 -2.562 -0.2715
Br -3.226 -5.799 -3.702 -0.0776
C -2.468 -4.688 -1.192 -0.9100
C -1.907 -3.700 -0.411 -0.3031
N -1.440 -2.543 -0.890 0.5819
H -0.035 2.512 -3.732 0.6153
H 0.773 1.442 -1.669 0.5477
H -2.411 -0.979 -4.446 0.5385
H -2.147 -3.086 -4.140 0.5148
H -2.829 -5.605 -0.751 0.4844
H -1.838 -3.840 0.660 0.6192
Cl -0.666 -2.080 2.280 -0.1427
C -1.929 -0.976 2.804 1.1446
C -2.918 -1.463 3.637 -0.8047
C -3.888 -0.585 4.093 -0.6645
C -3.857 0.750 3.714 -0.8414
C -2.863 1.213 2.868 -0.3086
C -1.877 0.350 2.396 0.1702
P -0.466 0.944 1.382 1.5407
C -1.237 2.180 0.297 0.2479
C -0.600 3.372 -0.039 -0.1293
C -1.174 4.218 -0.978 -1.0407
C -2.368 3.873 -1.595 -0.7324
C -2.995 2.675 -1.276 -0.8911
C -2.433 1.828 -0.336 -0.7499
C 0.449 1.819 2.696 0.8548
C 0.151 3.113 3.110 -0.6514
C 0.819 3.648 4.202 -0.8139
C 1.769 2.899 4.881 -0.6085
C 2.067 1.607 4.471 -0.7644
C 1.413 1.070 3.374 -0.3493
H -2.931 -2.505 3.929 0.5211
H -4.669 -0.944 4.749 0.4349
H -4.608 1.436 4.083 0.4663
H -2.850 2.252 2.565 0.4268
H 0.340 3.640 0.429 0.5052
H -0.693 5.157 -1.221 0.4806
H -2.814 4.537 -2.324 0.4752
H -3.931 2.406 -1.750 0.5052
H -2.921 0.895 -0.079 0.5164
H -0.597 3.701 2.594 0.4059
H 0.593 4.656 4.524 0.4797
H 2.281 3.322 5.735 0.4266
H 2.808 1.022 4.999 0.4665
H 1.648 0.063 3.040 0.3512
```